No. 1
# C27H38BrCl3Cs2F3N4O11P2Si2

A structure of composition C27H38BrCl3Cs2F3N4O11P2Si2 (ωB97M-V/def2-TZVPD, OMol25).

Geometry as XYZ:
```
93
Properties=species:S:1:pos:R:3:forces:R:3
C -1.554 -0.161 1.169 -8.534 1.634 -4.141
C -2.845 -0.066 0.567 8.113 -0.037 3.416
C -4.282 0.186 -0.251 2.178 -0.189 1.108
Si -4.338 2.082 -0.639 -1.057 0.799 1.268
N -5.647 2.761 0.453 0.524 -1.433 -2.390
Br -2.344 3.140 -0.073 -1.107 -0.265 -0.616
O -4.646 2.481 -2.320 3.044 -2.170 -0.277
Si -3.499 1.736 -3.418 0.806 -0.881 2.351
F -2.297 0.684 -2.667 -2.546 1.716 -1.283
P -2.380 3.166 -4.686 1.516 0.774 -2.252
O -2.389 2.561 -6.346 0.992 -1.650 3.253
Cl -0.363 3.042 -3.973 -1.114 -0.376 -0.464
P -4.721 0.428 -4.765 -1.765 -1.994 -1.264
O -3.686 -0.668 -5.646 1.391 2.380 2.134
Cl -5.628 1.773 -6.196 1.187 -0.618 0.933
H -0.513 0.203 1.626 -3.034 -1.172 -1.203
H -4.316 -0.508 -1.193 0.008 1.325 1.995
H -5.216 -0.079 0.436 2.183 0.334 -1.507
H -6.112 3.573 -0.015 0.298 -0.995 0.729
H -6.321 1.940 0.528 0.720 1.633 -0.066
H -2.067 1.602 -6.321 -0.698 1.756 -0.439
H -2.775 -0.542 -5.211 -1.667 -0.501 -1.140
F -4.595 -2.682 0.964 7.280 -3.827 6.680
C -3.811 -3.720 1.283 0.680 0.038 0.653
C -3.326 -4.547 0.275 0.110 -0.194 -0.456
C -2.505 -5.625 0.606 -0.574 0.385 0.958
C -2.186 -5.870 1.944 0.428 -0.166 -0.143
C -2.681 -5.038 2.949 -0.004 0.173 -0.191
C -3.493 -3.954 2.616 0.175 -0.465 0.111
H -3.592 -4.346 -0.758 -0.152 0.164 0.069
H -2.115 -6.272 -0.175 -2.583 0.482 2.510
H -1.549 -6.713 2.202 -0.153 0.066 0.074
H -2.435 -5.233 3.990 -0.010 0.015 -0.228
H -3.879 -3.291 3.384 0.012 -0.042 -0.150
Cs -0.678 -6.393 -1.493 2.530 -0.187 -2.572
O -5.049 -7.103 2.203 -0.008 0.066 -0.454
H -4.461 -6.337 2.128 -0.304 -0.231 0.107
H -5.572 -7.078 1.388 0.049 0.026 0.357
N -3.504 6.955 -3.819 -0.523 0.386 -0.778
C -3.979 8.217 -3.907 0.387 -0.840 0.176
C -4.695 8.697 -4.992 -0.026 -0.188 -0.190
C -4.935 7.834 -6.056 -0.007 -0.019 -0.046
C -4.457 6.529 -5.995 -0.116 0.377 0.021
C -3.755 6.140 -4.866 0.033 0.617 0.715
H -3.763 8.853 -3.053 -0.041 -0.008 -0.072
H -5.055 9.720 -5.008 0.040 -0.089 0.021
H -5.491 8.175 -6.924 0.056 -0.028 0.098
H -4.628 5.832 -6.808 0.021 0.022 0.074
H -3.365 5.131 -4.770 -0.302 0.705 -0.112
N 3.634 -4.707 0.342 -0.725 1.623 0.543
C 3.392 -4.560 1.663 -0.375 -0.030 -0.736
C 4.027 -3.624 2.463 0.209 0.139 -0.111
C 4.971 -2.788 1.876 0.046 0.044 0.232
C 5.243 -2.916 0.518 -0.149 -0.081 -0.104
C 4.554 -3.880 -0.201 -1.180 0.999 0.076
H 2.650 -5.238 2.075 0.028 0.076 0.063
H 3.791 -3.549 3.519 0.021 -0.023 -0.123
H 5.490 -2.043 2.472 -0.111 -0.057 -0.090
H 5.974 -2.280 0.031 -0.121 -0.039 0.020
H 4.729 -4.016 -1.264 0.039 0.095 -0.019
Cl -5.854 -2.068 -0.243 -8.380 2.665 -7.336
Cs 5.659 -6.288 0.382 2.264 -2.671 0.332
C 1.681 2.418 -0.145 -0.176 -0.010 -1.342
C 1.913 3.483 0.873 -0.198 1.033 -0.044
O 1.624 2.840 2.094 0.555 -1.177 -0.254
C 1.922 1.527 1.883 0.373 -1.487 1.746
O 2.065 0.706 2.773 -0.398 1.444 -1.887
O 2.050 1.244 0.550 0.063 -0.185 1.307
F 1.041 4.503 0.711 -0.013 0.222 0.026
H 0.632 2.345 -0.449 0.022 0.201 0.144
H 2.297 2.555 -1.038 0.007 -0.182 0.204
H 2.938 3.868 0.893 -0.248 0.055 0.094
C 1.256 -3.386 5.756 0.165 0.225 0.240
N 1.089 -4.850 5.556 0.015 -1.048 0.125
O 1.781 -5.600 6.254 -1.053 0.856 -1.212
O 0.267 -5.206 4.703 1.209 0.266 1.067
H 2.007 -3.219 6.531 -0.209 -0.173 -0.172
H 1.582 -2.958 4.805 -0.280 -0.011 0.111
H 0.289 -2.982 6.062 0.151 -0.041 -0.229
O 4.816 2.858 1.822 2.032 -1.234 -0.737
C 5.952 2.470 1.554 -1.584 0.876 0.716
O 6.162 1.195 1.155 -0.472 -0.225 -0.307
C 7.408 0.699 0.629 0.114 0.170 0.301
C 8.333 0.270 1.750 0.076 0.054 0.174
C 7.135 3.371 1.755 0.189 0.445 -0.504
H 7.869 1.428 -0.042 -0.055 -0.005 0.133
H 7.158 -0.172 0.015 -0.237 0.223 0.071
H 8.599 1.109 2.398 0.027 -0.077 -0.147
H 9.254 -0.160 1.346 -0.090 0.045 0.037
H 7.844 -0.476 2.385 0.049 0.046 -0.133
H 7.453 3.320 2.799 -0.037 0.008 -0.106
H 6.834 4.396 1.519 -0.065 -0.229 0.282
H 7.976 3.144 1.102 0.064 -0.131 0.171
```
Forces are in eV/Å.

Summary:
2S+1: 1
Net charge: +1
Molar mass in g mol⁻¹: 1221.81
Frontier orbital gap in eV: 2.242

---

No. 2
# C27H38Cl2F3N4O8PS

A cluster of 2 separate species, C27H38Cl2F3N4O8PS in total (ωB97M-V/def2-TZVPD, OMol25).

Geometry as XYZ:
```
84
Properties=species:S:1:pos:R:3:forces:R:3
C -0.053 0.510 1.285 -0.063 -0.057 -0.139
C 0.400 -0.395 2.122 -0.250 0.281 -0.064
C 1.050 -1.676 1.773 0.006 -0.149 0.025
N 1.236 -1.923 0.344 -0.093 -0.046 -0.208
C 2.586 -1.774 -0.196 0.093 0.026 0.198
C 2.965 -0.362 -0.613 -0.083 -0.062 0.024
C 3.543 0.438 0.509 0.743 0.829 1.231
C 2.956 1.667 0.889 1.447 -0.477 1.086
C 3.460 2.389 1.998 0.712 -1.399 -0.424
C 4.566 1.889 2.734 -0.838 -0.591 -1.459
C 5.187 0.690 2.332 -1.326 0.278 -0.983
C 4.684 -0.035 1.225 -0.981 1.397 0.361
C 0.179 -2.274 -0.355 0.776 0.241 -0.724
N -1.014 -2.506 0.192 -0.479 -0.145 1.138
C -1.816 -2.874 -0.752 -0.292 0.127 -0.407
C -3.221 -3.266 -0.538 0.132 -0.081 0.118
C -3.781 -2.879 0.811 -0.461 0.128 0.020
C -4.415 -1.492 0.824 0.599 -0.184 0.019
C -3.405 -0.366 0.840 -0.229 -0.100 0.285
C -4.024 1.010 0.940 -0.165 -0.085 -0.462
C -4.676 1.497 -0.353 0.220 0.094 0.085
C -3.742 1.632 -1.549 -0.104 -0.024 0.083
C -3.062 2.979 -1.640 0.219 -0.167 0.061
O -1.667 2.878 -1.975 -0.152 0.441 1.433
C -1.390 2.826 -3.264 1.091 0.130 1.373
C 0.026 3.080 -3.523 0.809 0.095 -0.490
O -2.204 2.584 -4.073 -2.205 -0.601 -2.494
N -1.215 -2.895 -1.967 0.522 0.242 0.891
P -1.838 -3.301 -3.499 0.759 -0.080 -0.531
O -0.791 -3.403 -4.502 -0.334 -0.026 0.144
O -2.636 -4.600 -3.201 -0.322 -0.608 0.252
O -2.948 -2.214 -3.682 -0.274 0.382 -0.423
N 0.100 -2.468 -1.703 0.131 -0.661 -0.216
C 0.991 -2.281 -2.771 0.203 0.238 0.430
Cl 0.846 -0.743 -3.474 0.030 0.653 -0.521
C 1.795 -3.248 -3.189 -0.262 0.171 0.294
C 1.865 -4.592 -2.601 -0.262 -0.174 0.134
Cl 2.822 -3.005 -4.486 0.631 0.308 -0.893
H -0.405 1.461 1.618 -0.295 0.409 0.302
H -0.065 0.367 0.223 0.138 -0.092 -0.519
H 0.354 -0.201 3.175 0.103 0.098 0.500
H 0.523 -2.511 2.210 -0.288 -0.322 0.165
H 2.033 -1.665 2.213 0.489 -0.050 0.126
H 3.238 -2.064 0.607 0.315 -0.235 0.359
H 2.758 -2.488 -0.977 -0.174 -0.308 -0.440
H 2.088 0.135 -1.004 -0.258 0.235 -0.228
H 3.669 -0.448 -1.429 0.310 0.013 -0.351
H 2.108 2.051 0.358 -0.334 0.094 -0.282
H 3.003 3.306 2.317 -0.100 0.271 0.136
H 4.888 2.436 3.592 0.284 0.252 0.433
H 6.029 0.304 2.868 0.354 -0.089 0.243
H 5.155 -0.957 0.932 0.182 -0.253 -0.098
H -3.221 -4.343 -0.632 -0.160 -0.468 -0.138
H -3.848 -2.838 -1.308 -0.178 0.053 -0.442
H -4.558 -3.595 1.028 -0.296 -0.337 0.176
H -3.021 -2.997 1.567 0.247 0.079 0.356
H -5.052 -1.416 1.691 -0.366 0.074 0.299
H -5.023 -1.414 -0.066 -0.532 0.092 -0.238
H -2.814 -0.428 -0.055 0.543 0.007 -0.475
H -2.725 -0.523 1.666 0.263 -0.037 0.245
H -3.273 1.720 1.253 0.323 0.319 0.156
H -4.786 0.984 1.708 -0.187 0.131 0.369
H -5.501 0.852 -0.617 -0.333 -0.306 -0.054
H -5.110 2.469 -0.154 -0.294 0.299 0.031
H -4.289 1.458 -2.460 -0.216 -0.092 -0.431
H -2.964 0.886 -1.526 0.313 -0.386 0.050
H -3.079 3.494 -0.695 0.083 0.155 0.450
H -3.542 3.599 -2.378 -0.191 0.295 -0.267
H 0.368 3.959 -3.010 0.143 0.375 0.266
H 0.621 2.249 -3.184 0.287 -0.354 0.218
H 0.155 3.193 -4.584 0.183 0.053 -0.409
H -3.558 -4.453 -2.960 -0.161 -0.145 -0.076
H -2.798 -1.768 -4.528 -0.242 0.384 -0.065
H 1.512 -5.312 -3.326 -0.079 -0.276 -0.273
H 2.885 -4.834 -2.358 0.433 -0.154 0.150
H 1.251 -4.663 -1.722 -0.218 -0.133 0.460
C 4.552 6.074 5.789 -0.111 -0.281 -0.085
F 5.320 6.469 4.762 0.061 0.146 0.027
F 5.320 6.033 6.886 0.066 0.146 0.039
F 3.607 7.005 5.979 0.045 0.178 0.037
S 3.798 4.433 5.454 0.121 0.392 0.129
O 4.972 3.602 5.268 0.015 -0.207 0.087
O 3.038 4.686 4.245 -0.157 -0.179 -0.111
O 3.030 4.194 6.651 -0.082 -0.190 -0.072
```
Forces are in eV/Å.

Summary:
2S+1: 1
Molar mass in g mol⁻¹: 737.56
Frontier orbital gap in eV: 6.341

---

No. 3
# C27H38CrNO

A structure of composition C27H38CrNO (ωB97M-V/def2-TZVPD, OMol25).

Geometry as XYZ:
```
68
Properties=species:S:1:pos:R:3:forces:R:3
Cr 0.043 1.014 -0.099 -0.290 -0.799 -0.356
C 2.440 0.865 0.682 0.566 0.235 -0.709
C 2.567 -0.103 -0.379 0.709 1.194 0.642
C 2.163 0.523 -1.594 0.240 0.708 0.860
H 3.091 -1.076 -0.300 -0.834 0.635 -0.025
C 1.759 1.868 -1.318 1.239 0.131 0.881
C 1.989 2.125 0.116 -0.140 -0.838 -0.550
H 1.869 3.089 0.653 0.086 -0.845 -0.490
H 2.694 0.714 1.759 -0.395 0.037 -1.147
H 2.418 0.167 -2.586 -0.724 -0.203 0.146
H 1.501 2.614 -2.091 0.125 -0.566 0.671
C -2.173 0.914 0.196 -0.197 0.621 -0.608
C -1.707 2.189 0.633 -0.519 0.472 -0.429
C -1.114 2.861 -0.496 -0.861 -0.689 -0.202
H -1.917 2.633 1.617 0.423 -0.343 -0.557
C -1.204 1.972 -1.624 -0.615 0.393 0.815
C -1.828 0.751 -1.189 -0.473 0.194 -0.056
H -2.110 -0.095 -1.827 0.254 0.515 0.317
H -2.817 0.240 0.777 0.868 0.205 -0.173
H -0.752 3.889 -0.510 0.098 -0.446 0.063
H -0.937 2.210 -2.651 0.256 -0.227 0.399
O 1.343 -2.179 -2.325 0.528 -0.223 1.108
C -0.227 0.562 -6.203 2.133 -3.956 0.542
C 0.396 -0.697 -5.822 -0.129 0.679 -1.250
C 0.651 1.592 -5.633 0.539 0.771 -0.262
C -1.603 0.451 -5.702 -0.787 0.050 -0.314
C 1.126 -2.227 -3.486 -0.601 -0.624 -3.314
H 1.498 -0.690 -5.708 -0.864 -0.755 -0.303
H -0.269 -1.584 -5.832 1.140 0.190 -0.009
H 0.148 -2.585 -3.990 0.985 0.415 0.883
H 1.949 -2.038 -4.201 -0.216 0.019 -0.273
H 0.940 2.417 -6.249 -0.107 0.952 -0.595
H 1.591 1.133 -5.329 0.056 0.259 0.329
H 0.100 1.945 -4.784 0.189 0.795 1.023
H -2.387 0.609 -6.406 -0.871 0.673 -0.644
H -1.628 1.171 -4.907 -0.939 0.321 0.871
H -1.755 -0.566 -5.343 -0.352 0.129 0.429
C -0.985 -1.633 6.022 -0.096 -0.188 0.219
C -0.553 -0.643 4.982 0.203 0.571 -0.484
C -0.172 0.665 5.311 -0.044 -0.047 0.249
C 0.239 1.564 4.311 -0.283 -0.819 -0.162
C 0.627 2.964 4.689 0.134 0.312 -0.013
C 0.274 1.149 2.986 0.098 0.659 0.165
C -0.124 -0.167 2.613 -0.121 -0.921 -1.755
C -0.534 -1.030 3.655 -0.170 -0.422 0.790
N -0.128 -0.588 1.303 0.498 0.680 1.255
C -0.344 -2.023 1.081 -0.407 0.162 -0.036
C 0.788 -2.834 1.716 0.004 -0.518 0.458
C -1.790 -2.457 1.260 -0.523 -0.297 0.709
C -0.164 -2.396 -0.357 0.630 0.577 0.274
H -0.173 -1.843 6.731 -0.132 0.026 -0.024
H -1.846 -1.262 6.591 0.111 -0.051 0.016
H -1.277 -2.583 5.553 0.076 0.226 0.120
H -0.195 0.979 6.351 0.021 0.071 0.032
H -0.217 3.496 5.150 0.152 -0.067 -0.086
H 1.451 2.963 5.417 -0.125 0.031 -0.116
H 0.950 3.531 3.806 -0.067 -0.105 0.206
H 0.622 1.870 2.222 -0.354 -0.653 0.523
H -0.836 -2.055 3.431 0.146 0.641 0.217
H 0.812 -2.831 2.801 0.129 -0.121 0.070
H 0.701 -3.861 1.341 0.142 -0.071 0.318
H 1.745 -2.431 1.350 -0.368 -0.028 0.116
H -2.399 -1.961 0.488 0.224 -0.153 0.243
H -1.805 -3.534 1.054 -0.388 0.026 0.275
H -2.234 -2.221 2.220 -0.273 -0.182 0.156
H -0.938 -1.887 -0.945 0.899 0.037 -0.460
H 0.875 -2.143 -0.472 -0.386 0.405 -1.074
H -0.220 -3.480 -0.513 -0.254 0.140 0.085
```
Forces are in eV/Å.

Summary:
2S+1: 4
Net charge: -2
Molar mass in g mol⁻¹: 444.60
Frontier orbital gap (spin up / spin down) in eV: 2.925 / 5.232
Relative energy (zero: lowest compared OMol25 entry of this formula, charge and spin) in kJ/mol: 0.00

---

No. 4
# C27H38N11O3PS

A cluster of 12 separate species, C27H38N11O3PS in total (ωB97M-V/def2-TZVPD, OMol25).

Geometry as XYZ:
```
81
Properties=species:S:1:pos:R:3:forces:R:3
C -6.493 1.439 5.606 -0.009 -0.371 -0.964
C -5.139 0.776 5.336 0.670 -0.213 0.431
C -4.353 0.079 6.182 0.153 -0.753 -0.487
P -4.720 -0.325 7.960 -0.258 1.736 0.389
S -4.896 1.325 9.006 0.266 -0.238 -0.148
C -3.058 -0.342 5.437 -1.366 0.616 0.842
O -2.139 -0.941 5.895 -0.352 0.076 -0.644
O -3.140 0.156 4.128 -4.715 -1.793 0.329
C -4.367 0.777 3.976 -1.417 0.057 1.307
O -4.828 1.229 2.970 0.945 -0.330 -0.026
H -7.125 1.415 4.685 0.636 -0.015 0.516
H -7.067 0.887 6.380 0.596 0.565 -0.256
H -6.376 2.515 5.861 0.088 -0.799 0.080
H -3.691 -1.172 8.461 -0.447 -0.109 -0.673
H -5.990 -0.970 8.067 0.792 -0.411 -0.609
C 1.133 1.696 3.396 -0.503 -0.133 0.132
C -0.228 1.279 3.787 0.051 0.001 -0.076
N -1.292 0.941 4.085 4.862 2.215 -0.101
H 1.851 0.928 3.678 -0.014 0.022 -0.067
H 1.179 1.844 2.320 0.072 -0.023 0.056
H 1.394 2.628 3.895 -0.043 -0.030 -0.001
C 2.263 2.501 -1.136 0.356 -0.197 0.378
C 2.834 1.815 0.039 -0.033 -0.051 -0.163
N 3.273 1.273 0.955 -0.185 0.218 -0.341
H 2.136 3.559 -0.921 0.010 -0.058 0.030
H 2.931 2.388 -1.990 -0.057 -0.055 -0.003
H 1.295 2.067 -1.382 0.059 -0.043 -0.002
C -8.515 -2.884 5.948 -0.340 4.130 3.061
C -8.511 -1.634 6.830 -0.318 -0.133 -0.053
N -8.500 -0.691 7.496 0.089 -0.427 -0.293
H -7.917 -2.697 5.078 0.140 1.025 0.432
H -8.112 -3.699 6.529 0.063 0.526 0.490
H -9.540 -3.094 5.665 -0.006 0.253 0.146
C 6.019 1.033 -3.823 -0.296 0.165 -0.120
C 4.810 1.742 -4.276 0.001 -0.033 -0.137
N 3.872 2.297 -4.649 0.370 -0.142 0.315
H 5.762 0.298 -3.061 -0.042 0.060 -0.007
H 6.492 0.525 -4.662 -0.050 0.099 -0.042
H 6.723 1.748 -3.400 -0.001 -0.043 -0.021
C -1.684 3.901 -2.499 0.323 0.179 0.167
C -0.491 4.547 -1.922 -0.118 0.000 0.028
N 0.442 5.050 -1.472 -0.519 -0.152 -0.197
H -1.803 4.205 -3.538 0.036 -0.008 0.030
H -1.575 2.818 -2.456 0.025 0.036 -0.010
H -2.570 4.193 -1.938 0.051 0.009 0.004
C 4.777 3.374 -8.620 0.218 -0.268 0.236
C 5.582 2.338 -7.945 -0.064 0.056 -0.008
N 6.206 1.532 -7.413 -0.215 0.292 -0.165
H 4.131 3.870 -7.896 -0.005 -0.056 -0.008
H 5.433 4.112 -9.078 0.002 -0.044 0.020
H 4.160 2.917 -9.392 0.018 -0.003 0.042
C 6.582 -3.055 -3.656 0.321 0.451 0.091
C 7.722 -2.122 -3.592 0.124 0.022 0.013
N 8.624 -1.405 -3.543 -0.532 -0.358 -0.011
H 5.924 -2.897 -2.802 0.033 0.016 -0.020
H 6.019 -2.891 -4.574 0.042 -0.060 0.011
H 6.942 -4.080 -3.641 -0.037 0.058 -0.030
C -8.392 -6.676 3.355 0.009 0.338 0.228
C -8.317 -5.440 4.155 0.005 -0.076 -0.057
N -8.258 -4.471 4.783 0.352 -5.821 -4.047
H -7.803 -6.564 2.446 -0.014 0.027 0.042
H -8.002 -7.514 3.932 -0.009 0.049 0.002
H -9.428 -6.880 3.086 0.029 0.030 0.023
C 8.318 -7.138 -4.356 -0.346 0.190 -0.121
C 7.091 -6.455 -4.807 0.039 -0.120 -0.043
N 6.133 -5.922 -5.160 0.404 -0.252 0.154
H 8.071 -7.878 -3.597 -0.017 0.033 -0.028
H 8.794 -7.637 -5.199 -0.031 0.034 0.013
H 9.012 -6.412 -3.934 -0.029 -0.008 -0.024
C -0.511 -0.656 0.464 0.236 -0.098 -0.400
C 0.201 -0.881 -0.811 -0.038 0.027 0.134
N 0.758 -1.052 -1.803 -0.217 0.124 0.366
H -1.537 -1.011 0.383 0.032 0.026 0.004
H -0.010 -1.195 1.267 -0.002 0.033 -0.028
H -0.520 0.407 0.701 -0.010 -0.037 0.007
C 2.029 5.847 -4.318 0.004 -0.067 -0.496
C 1.808 5.555 -5.747 0.070 0.000 0.068
N 1.636 5.327 -6.862 0.085 0.090 0.422
H 2.756 5.147 -3.907 -0.056 -0.041 -0.056
H 2.409 6.862 -4.201 -0.027 -0.023 -0.040
H 1.096 5.755 -3.770 0.061 0.011 -0.014
```
Forces are in eV/Å.

Summary:
2S+1: 1
Molar mass in g mol⁻¹: 627.72
Frontier orbital gap in eV: 7.763
SMILES string: CC1=C([PH2]=S)C(=O)OC1=O.CC#N.CC#N.CC#N.CC#N.CC#N.CC#N.CC#N.CC#N.CC#N.CC#N.CC#N

---

- Which of these has the highest molar mass?
  C27H38BrCl3Cs2F3N4O11P2Si2

---

- Which of these has the highest 2S+1?
  C27H38CrNO

---

- The lowest molar mass belongs to which entry?
  C27H38CrNO